# 1
C18H49F9HfN3O11PS as an isolated structure in a non-equilibrium geometry. Source: OMol25; level of theory: ωB97M-V/def2-TZVPD.

Each line ends with the Löwdin charge.
Element x y z (Å)
Hf: 0.76165 -3.66300 -0.09222  2.33
P: 0.13622 -2.05888 5.05663  0.23
F: 0.22743 -0.51226 5.53284  -0.15
F: 1.57770 -2.14532 5.78452  -0.15
F: -0.77086 -2.54923 6.39325  -0.17
F: 0.23171 -3.57244 4.49970  -0.16
F: -1.25864 -1.91254 4.22610  -0.17
F: 0.91847 -1.50037 3.72413  -0.21
C: 0.65454 1.08971 1.55536  -0.58
F: 1.89508 1.01087 1.88654  0.21
F: -0.19301 0.55315 2.48721  0.10
F: 0.19734 2.33475 1.39020  0.18
S: 0.58776 0.16008 -0.15111  0.59
O: 0.85778 -1.30157 0.03749  -0.43
O: -0.73611 0.38110 -0.68062  -0.25
O: 1.64885 0.67241 -0.94075  -0.25
C: 1.97392 2.85000 -3.27215  -0.15
O: 2.84624 2.48440 -2.19692  -0.13
H: 1.25451 3.59095 -2.92353  0.07
H: 2.47929 3.22601 -4.16172  0.08
H: 1.33800 2.04439 -3.63919  0.05
H: 2.35316 1.83529 -1.68984  -0.04
C: 2.43335 -1.32032 -3.89853  0.00
C: 1.19009 -1.97482 -3.30505  -0.42
C: -0.04552 -1.88642 -4.25480  -0.20
O: -1.22715 -2.25321 -3.67287  -0.21
C: -2.28625 -2.40524 -4.69434  -0.01
N: 1.38693 -3.25691 -2.68931  0.05
H: 2.63338 -1.51900 -4.95143  0.11
H: 3.28419 -1.44901 -3.22951  0.08
H: 2.26313 -0.24382 -3.88213  0.09
H: 0.96566 -1.17473 -2.59966  0.10
H: 0.25394 -2.67704 -4.94281  0.14
H: -0.16911 -0.90360 -4.70963  0.16
H: -2.44407 -1.54114 -5.33973  0.10
H: -3.24357 -2.71250 -4.27334  0.10
H: -2.05478 -3.20250 -5.40066  0.10
H: 1.02455 -3.84369 -3.42719  0.11
H: 2.35133 -3.42056 -2.94083  0.09
C: 3.91942 -1.60077 1.37988  -0.02
C: 3.84736 -2.08448 -0.06289  -0.42
C: 5.24384 -2.08845 -0.68901  -0.14
O: 4.99884 -2.58374 -2.00635  -0.27
C: 6.16876 -2.77795 -2.78267  -0.03
N: 3.19401 -3.37442 -0.25040  -0.02
H: 3.06016 -1.74445 2.03497  0.07
H: 4.22778 -0.55531 1.37378  0.11
H: 4.66446 -2.17269 1.93297  0.10
H: 3.30908 -1.34409 -0.65464  0.12
H: 5.97246 -2.62531 -0.08157  0.15
H: 5.57125 -1.05520 -0.80436  0.16
H: 5.91756 -3.11078 -3.78975  0.11
H: 6.68812 -3.54356 -2.20629  0.10
H: 6.74381 -1.85288 -2.74168  0.11
H: 3.78082 -4.05794 0.20629  0.13
H: 3.60596 -3.37232 -1.17257  0.06
C: -2.45660 1.58639 4.73794  -0.04
C: -3.31300 2.82518 4.27787  -0.39
C: -4.05712 2.55121 2.90402  -0.20
O: -4.82222 3.65358 2.40492  -0.17
C: -5.47739 3.39354 1.11899  -0.07
N: -4.25971 3.35467 5.25419  0.11
H: -1.85819 1.66682 5.64542  0.09
H: -1.72100 1.50321 3.93789  0.04
H: -3.01926 0.65593 4.66199  0.08
H: -2.56349 3.57977 4.03929  0.13
H: -4.70610 1.72793 3.20257  0.12
H: -3.28980 2.21618 2.20611  0.10
H: -5.42639 4.26075 0.46063  0.08
H: -6.48818 3.02241 1.28829  0.09
H: -4.96362 2.63944 0.52278  0.07
H: -3.69258 3.40737 6.08827  0.09
H: -4.96417 2.69476 5.55143  0.09
C: -1.83105 -1.77552 1.27657  -0.14
C: -2.27430 -2.07684 -0.17960  -0.14
O: -1.21783 -2.63792 -0.94490  -0.19
O: -0.76691 -2.66076 1.66939  -0.16
H: -2.70821 -2.03765 1.86818  0.15
H: -1.51382 -0.75282 1.48042  0.11
H: -2.70236 -1.24845 -0.74410  0.15
H: -3.11171 -2.77445 -0.16641  0.14
H: -1.35087 -2.37494 -1.85855  0.07
H: -0.71644 -2.57738 2.62443  0.05
C: -2.62042 4.94292 -1.47299  -0.22
C: -1.54448 4.25277 -0.64248  -0.27
O: -0.61109 5.16576 -0.13182  -0.04
O: -3.14496 6.11368 -0.80527  -0.06
H: -3.53575 4.36631 -1.60632  0.10
H: -2.29638 5.12846 -2.49704  0.12
H: -0.99948 3.63394 -1.35531  0.11
H: -2.03169 3.70000 0.16075  0.10
H: -1.00637 5.66378 0.58743  0.09
H: -3.14787 5.92138 0.13526  0.07

The value obtained for the max |F| is 8.7 eV Å⁻¹. The charge is +2. For the gap between HOMO and LUMO, the calculation gives 0.0544 hartree. Its HOMO energy is -0.4682 hartree. Its LUMO energy is -11.261 eV.

---

# 2
A 11-piece molecular cluster, CH24O13 overall in a non-equilibrium geometry. Source: OMol25; level of theory: ωB97M-V/def2-TZVPD.

Each line ends with the Löwdin charge.
Element x y z (Å)
O: -15.40635 -17.50335 8.27620  0.36
H: -15.38212 -18.46294 8.29030  0.17
H: -16.00114 -17.32006 7.54530  0.18
H: -14.54381 -17.19617 7.98767  0.08
O: -12.58641 -19.88570 8.82089  0.34
H: -11.84827 -20.40712 9.14473  0.20
H: -12.18038 -19.09497 8.45827  0.08
H: -13.03345 -20.36733 8.12105  0.15
O: -14.06153 -18.36403 4.82415  0.35
H: -14.68987 -17.75350 4.43171  0.18
H: -13.50540 -17.96044 5.49456  0.07
H: -14.52390 -19.14684 5.13241  0.18
O: -13.80823 -14.11915 6.84666  0.36
H: -14.67714 -14.41817 6.56882  0.17
H: -13.33715 -13.55708 6.22718  0.19
H: -13.22050 -14.85549 7.03102  0.09
C: -12.07092 -16.94706 7.08356  -0.96
O: -13.25834 -17.08022 6.85314  -0.07
O: -11.57372 -15.86211 6.76172  -0.01
O: -11.40612 -17.94729 7.41881  -0.04
O: -11.39739 -20.35814 5.89686  0.01
H: -11.27929 -19.48588 6.27292  -0.01
H: -12.18972 -20.69468 6.31541  0.00
O: -8.96473 -17.37445 8.51292  -0.03
H: -9.85578 -17.50015 8.18662  -0.04
H: -9.02803 -16.62055 9.09931  0.04
O: -13.04967 -15.24344 9.91628  -0.01
H: -12.20765 -15.60118 9.63477  0.04
H: -13.54333 -16.00420 10.22250  0.03
O: -8.79882 -18.02152 5.63963  -0.02
H: -9.55649 -17.49354 5.38781  0.00
H: -8.97462 -18.27699 6.54520  -0.01
O: -11.01022 -15.90289 4.21926  -0.02
H: -11.26227 -16.06779 5.12784  -0.05
H: -11.74467 -15.41108 3.85194  0.03
O: -9.66615 -13.73965 6.65404  -0.04
H: -8.92925 -14.21219 7.04123  0.04
H: -10.42261 -14.30485 6.81067  -0.03

The value obtained for the max |F| is 9.8 eV Å⁻¹. The charge is +2. For the gap between HOMO and LUMO, the calculation gives 0.2051 hartree. Its HOMO energy is -0.5472 hartree. The calculation puts the relative energy (zero: lowest compared OMol25 entry of this formula, charge and spin) at 2.727 eV. Its LUMO energy is -9.311 eV.